Entry 1:
C22H32BiCl2N3O3S as an isolated structure at a distorted geometry, computed with the ωB97M-V functional and the def2-TZVPD basis.

Atoms and positions in Å:
O: 3.43750 1.05660 -4.17530
C: 3.26180 1.31140 -5.34990
C: 3.31970 2.65390 -5.94520
C: 3.59060 3.77570 -5.15910
H: 3.75840 3.63830 -4.09990
C: 3.63940 5.02870 -5.73910
H: 3.84910 5.89900 -5.13180
C: 3.41910 5.17350 -7.10600
H: 3.45820 6.15640 -7.55680
C: 3.14950 4.06260 -7.89360
H: 2.97890 4.17860 -8.95530
C: 3.09990 2.80560 -7.31340
H: 2.89000 1.93240 -7.91960
H: 3.03750 0.49990 -6.07480
C: -2.09760 0.72240 -2.04210
C: -1.87150 -0.05210 -0.78680
H: -3.14970 0.77690 -2.33190
H: -1.54170 0.26930 -2.86200
H: -1.71650 1.73660 -1.94530
C: -2.79650 -0.78940 -0.16340
C: -4.22570 -1.01420 -0.55920
H: -2.50200 -1.33580 0.72950
H: -4.52950 -0.41290 -1.41170
H: -4.90620 -0.78850 0.26690
H: -4.39930 -2.06190 -0.82110
Bi: 0.00000 0.00000 0.00000
Cl: 0.00770 2.30540 0.37310
Cl: 1.08460 0.05160 -2.03510
C: -1.70090 0.43550 2.31520
O: -0.73680 -0.25000 1.93230
N: -2.34590 0.21590 3.46380
C: -1.97850 -0.87740 4.34010
C: -3.45790 1.05060 3.86420
H: -2.06410 1.27580 1.72760
H: -1.15470 -1.42060 3.89350
H: -2.82540 -1.55010 4.47760
H: -1.67580 -0.49730 5.31600
H: -3.62970 1.81780 3.11590
H: -3.25180 1.53420 4.81950
H: -4.36540 0.45500 3.96750
H: 0.46630 -5.47100 0.79720
H: 2.88780 -5.25140 -0.21240
C: 0.15100 -4.84080 -0.03480
C: 2.43160 -4.61590 -0.97240
N: 1.23760 -3.98110 -0.45810
H: -0.68270 -4.22310 0.27540
C: 1.13700 -2.65070 -0.40200
O: 0.13420 -2.06200 0.03380
H: 3.15030 -3.85980 -1.27170
H: 1.99630 -2.09850 -0.77800
H: -0.16160 -5.48250 -0.85830
H: 2.19360 -5.23210 -1.83980
S: 2.38360 0.11580 1.00820
C: 1.99390 0.01100 2.58340
N: 1.84600 -1.21000 3.17510
C: 1.53480 -1.32380 4.49590
C: 1.35790 -0.18010 5.27790
C: 1.50570 1.07730 4.69260
C: 1.82750 1.17880 3.33880
H: 1.97160 -2.08270 2.61370
H: 1.41990 -2.30320 4.94280
H: 1.10800 -0.26820 6.32720
H: 1.37330 1.97180 5.28730
H: 1.94630 2.15640 2.88750

HOMO level (spin up / spin down) in eV: -4.28 / -4.28
Energy relative to the best compared isomer or geometry (same formula, charge and spin) in kJ/mol: 364.89
Charge: 0

Löwdin population analysis, charges in e, atoms 1 to 2: 0.02, -0.23

Entry 2:
A 23-piece molecular cluster, C7H61BBrNO24 overall at a distorted geometry, computed with the ωB97M-V functional and the def2-TZVPD basis.

Atoms and positions in Å:
C: -4.09712 1.22496 1.71310
B: -3.22864 -0.10440 2.01192
O: -3.94267 -1.25017 2.46389
C: -1.62657 -0.12553 1.76391
C: -1.42362 -1.04902 0.48937
N: -0.64324 -0.36611 -0.55470
O: -0.89907 -0.71663 2.85478
C: 0.14646 0.12582 3.31100
C: 1.23686 0.42775 2.25014
C: 2.04187 1.72248 2.60187
C: 1.20301 2.95456 2.14089
Br: 3.71056 1.65817 1.54506
H: -5.16960 1.00551 1.58008
H: -3.93523 1.91564 2.56947
H: -3.66697 1.71114 0.81083
H: -3.82843 -1.97512 1.84653
H: -1.30090 0.90123 1.49875
H: -2.40035 -1.41578 0.09400
H: -0.85772 -1.93907 0.83046
H: -0.74798 -0.84549 -1.44897
H: -0.92323 0.60511 -0.63587
H: 0.65293 -0.42986 4.12701
H: -0.23213 1.05480 3.80022
H: 0.86865 0.54910 1.21456
H: 1.93209 -0.43883 2.23349
H: 2.23366 1.73962 3.69228
H: 1.86324 3.84442 2.11942
H: 0.88015 2.77185 1.09588
H: 0.34524 3.12366 2.81203
O: -1.48133 -2.29039 -3.30121
H: -0.78424 -2.76752 -3.76225
H: -2.20104 -2.92747 -3.24066
O: 3.30054 0.33598 5.57061
H: 3.66332 -0.22980 6.25908
H: 4.06456 0.53410 5.01646
O: -4.28222 -2.37074 -3.72479
H: -4.34052 -1.56651 -4.25287
H: -5.19371 -2.67117 -3.64819
O: -2.48656 2.64569 4.67970
H: -2.75348 2.39607 5.57020
H: -2.25750 1.80852 4.26226
O: -1.04950 2.22637 -2.15396
H: -1.74565 2.78424 -2.51945
H: -0.78443 1.66544 -2.89722
O: 5.86604 -0.18692 6.00817
H: 6.04192 0.69556 6.36248
H: 6.72732 -0.49450 5.70660
O: 3.47854 1.07549 -1.94538
H: 3.61618 1.45187 -1.06905
H: 2.59044 0.70638 -1.90210
O: -0.88068 1.69030 -4.91762
H: -0.86638 2.65309 -4.89183
H: -0.51790 1.47581 -5.78152
O: -0.06453 -4.89755 -3.62153
H: -0.33470 -5.15120 -2.73342
H: 0.14038 -5.73397 -4.05212
O: 0.23590 4.56396 4.67947
H: 0.15861 5.35639 4.14042
H: -0.67269 4.24200 4.75640
O: -0.86855 -3.62228 2.97322
H: -0.85619 -2.65012 2.95120
H: -0.50141 -3.88174 2.12506
O: -5.14136 -0.06551 -5.86656
H: -5.25488 0.87660 -5.72597
H: -5.17009 -0.15921 -6.82051
O: 6.46081 -0.44855 2.77598
H: 5.76958 0.09261 2.37528
H: 6.74709 -1.02696 2.06365
O: -1.17250 -3.36529 -6.15331
H: -0.79855 -3.95159 -5.48507
H: -0.42518 -3.15511 -6.72480
O: 0.39685 1.13111 6.57903
H: 0.59429 2.01512 6.90215
H: 1.24805 0.80345 6.25964
O: -5.40562 -5.10970 -3.99696
H: -5.03402 -5.69770 -3.33397
H: -4.65798 -4.89127 -4.56433
O: -4.09585 1.38304 -7.80038
H: -3.32846 0.83220 -7.60886
H: -4.01045 1.59066 -8.73673
O: -3.89386 3.57432 -2.68765
H: -4.08237 3.11427 -1.86309
H: -4.76237 3.77068 -3.04865
O: 5.11158 2.44916 6.32321
H: 5.05858 3.23802 5.77561
H: 4.19528 2.14229 6.38638
O: 1.31787 -3.74952 -8.26880
H: 2.09132 -4.29286 -8.08236
H: 1.39206 -3.54852 -9.20843
O: 3.12535 -1.43146 -7.93544
H: 3.83368 -1.89408 -8.39062
H: 2.40962 -2.08187 -7.87892
O: 8.45954 1.48330 7.54337
H: 8.25593 1.04750 8.37598
H: 7.59845 1.67596 7.16242

HOMO level in eV: -8.75
Charge: 0

Löwdin population analysis, charges in e, atoms 1 to 2: 0.00, -0.37

Entry 3:
A 2-piece molecular cluster, C10H16O overall at a distorted geometry, computed with the ωB97M-V functional and the def2-TZVPD basis.

Atoms and positions in Å:
C: 0.04222 0.69739 -0.22654
C: -0.69616 1.08064 0.64592
C: -1.56744 1.51590 1.70113
C: -2.34532 2.60741 1.63645
C: -2.39280 3.51824 0.44335
C: -3.23248 2.98848 2.79121
H: 0.64791 0.39972 -0.99619
H: -1.58267 0.89829 2.58942
H: -1.71828 3.17785 -0.35440
H: -2.11695 4.53810 0.72439
H: -3.41735 3.56683 0.04096
H: -2.96978 3.98463 3.15431
H: -4.28931 3.02578 2.47033
H: -3.14455 2.27676 3.62241
O: 1.79355 -0.78585 -0.17716
C: 2.13894 -1.34485 -1.43335
C: 2.68835 -2.74351 -1.33152
C: 2.39051 -3.73374 -2.41424
C: 1.74812 -3.87847 -1.06682
H: 2.58999 -0.76625 0.38381
H: 2.84290 -0.68645 -1.96670
H: 1.20732 -1.35640 -2.03100
H: 3.67638 -2.81084 -0.87461
H: 1.76904 -3.39231 -3.25083
H: 3.16896 -4.45731 -2.69009
H: 2.08183 -4.69203 -0.42089
H: 0.68710 -3.62801 -0.96934

SMILES string: C#CC=C(C)C.OCC1CC1
HOMO level in eV: -8.23
Energy relative to the best compared isomer or geometry (same formula, charge and spin) in kJ/mol: 456.08
Charge: 0

Löwdin population analysis, charges in e, atoms 1 to 2: 0.12, -0.11

Entry 4:
A 10-piece molecular cluster, ClH18O13 overall at a distorted geometry, computed with the ωB97M-V functional and the def2-TZVPD basis.

Atoms and positions in Å:
Cl: -1.22487 -0.40379 -0.07935
O: -0.78754 -1.80418 0.25400
O: -0.00842 0.47215 -0.14727
O: -1.93315 -0.40906 -1.43537
O: -2.15223 0.11548 0.94926
O: 1.51354 2.52876 0.58104
H: 2.37323 2.35320 0.17502
H: 0.96421 1.81780 0.29920
O: 2.71654 -1.45652 0.49992
H: 2.15170 -0.85290 0.95337
H: 2.85259 -1.10603 -0.34038
O: -1.56729 2.58621 -2.68290
H: -0.76678 2.63716 -3.13536
H: -1.79385 1.70465 -2.39304
O: -2.08159 2.71540 0.35586
H: -2.06470 1.83353 0.64467
H: -2.26022 2.69995 -0.59500
O: 0.97870 -2.66012 2.42312
H: 1.53712 -3.10971 1.79257
H: 0.17804 -2.40387 1.90029
O: 1.55495 0.35801 2.42996
H: 0.58935 0.09636 2.51396
H: 1.49624 1.22014 2.02330
O: -0.46686 -0.45223 -4.26557
H: 0.12090 -0.98986 -4.75888
H: -0.35556 -0.94623 -3.44948
O: 0.57296 -2.03706 -2.09315
H: -0.14247 -2.09319 -1.48436
H: 1.25691 -1.60873 -1.56360
O: -0.72505 -0.36123 3.48593
H: -1.42557 -0.56720 2.89546
H: -1.10081 0.12311 4.24679

HOMO level in eV: -7.43
Energy relative to the best compared isomer or geometry (same formula, charge and spin) in kJ/mol: 108.45
Charge: -1

Löwdin population analysis, charges in e, atoms 1 to 2: 0.85, -0.36

Entry 5:
C7H24ClCrO7S as an isolated structure at a distorted geometry, computed with the ωB97M-V functional and the def2-TZVPD basis.

Atoms and positions in Å:
Cr: 1.47623 -0.73521 0.52855
Cl: 2.85554 -2.78498 0.87095
O: -2.39697 1.30692 1.34181
S: -1.39558 1.44935 0.25274
O: -0.10410 0.79549 0.46763
O: -2.08654 0.82314 -1.16598
C: -3.22596 1.40423 -1.73407
C: -3.80735 0.57783 -2.87006
C: -1.20604 3.25852 -0.27576
H: -2.90148 2.37849 -2.09961
H: -4.01730 1.62292 -1.01711
H: -4.66202 1.08370 -3.31921
H: -3.99212 -0.44685 -2.54761
H: -3.16623 0.30505 -3.70830
H: -2.18133 3.73053 -0.15701
H: -0.81875 3.19047 -1.29237
H: -0.43638 3.75255 0.31726
C: 1.98331 -0.36128 3.56972
O: 1.88102 0.41942 2.32597
H: 3.00517 -0.72079 3.69088
H: 1.63443 0.21332 4.42775
H: 1.35804 -1.25354 3.53776
H: 2.31899 1.25284 2.51354
C: -1.27905 -1.43365 2.57535
O: -0.31730 -1.70646 1.54395
H: -1.29744 -2.12029 3.42169
H: -0.86321 -0.54070 3.04207
H: -2.27930 -1.14532 2.25215
H: -0.58648 -2.58245 1.25794
C: 0.53708 -2.66820 -1.96161
O: 0.75421 -1.45011 -1.39966
H: -0.42830 -2.66889 -2.46770
H: 1.36927 -2.96409 -2.60036
H: 0.33903 -3.35313 -1.13714
H: 0.75030 -0.77151 -2.07870
C: 4.03914 0.14302 -1.25674
O: 2.96740 0.51789 -0.36475
H: 3.76707 0.34699 -2.29235
H: 4.98474 0.62716 -1.01273
H: 4.30573 -0.90552 -1.12417
H: 3.12249 1.41312 -0.05472

HOMO level (spin up / spin down) in eV: -10.85 / -11.82
Multiplicity: 5
Energy relative to the best compared isomer or geometry (same formula, charge and spin) in kJ/mol: 139.63
Charge: +1

Löwdin population analysis, charges in e, atoms 1 to 2: 0.58, -0.12

Entry 6:
C32H45Al2Cl5FKN4O8PS as an isolated structure at a distorted geometry, computed with the ωB97M-V functional and the def2-TZVPD basis.

Atoms and positions in Å:
C: 3.85747 -1.07941 4.63841
C: 2.39492 -0.29653 4.63133
C: 1.25310 -0.63785 3.46858
C: 1.67573 -1.80956 2.35724
O: 0.72008 -2.15824 1.27679
C: 1.15428 -1.35600 0.08587
Al: 2.48504 -2.35974 -1.11189
C: 2.89889 -1.44905 -2.90248
C: 3.34355 0.14204 -2.77472
S: 3.14403 0.84893 -4.53876
C: 3.30129 2.70805 -4.37193
N: 4.58211 3.09492 -3.62962
N: 4.49602 4.48025 -3.61864
C: 3.23560 4.97944 -4.32245
O: 2.44236 3.81902 -4.81082
C: 3.11052 -2.61691 2.38524
C: 4.24562 -2.26148 3.52343
H: 4.64965 -0.82469 5.48192
H: 2.08734 0.53969 5.41168
H: 0.20351 -0.12282 3.41767
H: 0.16033 -1.02477 -0.44697
H: 1.66199 -0.38983 0.52994
H: 3.83979 -2.54912 -0.31667
H: 1.90778 -3.83784 -1.38554
H: 2.00340 -1.55829 -3.65070
H: 3.83544 -1.99380 -3.40396
H: 4.49817 0.26862 -2.50012
H: 2.68314 0.74210 -1.98226
H: 2.88874 6.10725 -4.43522
H: 3.38750 -3.46292 1.61175
H: 5.28629 -2.82123 3.53227
C: -3.00454 2.76739 2.24552
C: -2.19454 1.50198 2.30117
O: -0.99823 1.50466 2.58469
N: -2.82208 0.32284 2.02569
C: -4.20502 0.10483 1.67481
H: -2.36456 3.62049 2.48891
H: -3.40485 2.91185 1.23868
H: -3.81630 2.72496 2.97634
H: -2.20835 -0.48186 2.08437
H: -4.64134 -0.56567 2.41927
H: -4.23339 -0.38026 0.69600
H: -4.77757 1.03251 1.63900
Al: -6.12415 -0.77012 0.76910
F: -5.98882 -0.97309 -2.09916
C: -9.29850 1.82382 -2.19491
C: -10.06387 2.49215 -3.15006
C: -9.77453 2.34240 -4.50603
C: -8.72492 1.51563 -4.90764
C: -7.96194 0.84435 -3.95258
C: -8.24544 1.00145 -2.59616
H: -9.52214 1.94346 -1.13807
H: -10.88608 3.13095 -2.83734
H: -10.36683 2.86857 -5.24970
H: -8.50238 1.39495 -5.96453
H: -7.14505 0.19881 -4.26581
H: -7.64733 0.48267 -1.85216
C: 6.41690 -8.08964 1.96007
C: 5.98714 -8.33662 0.65658
C: 5.27685 -7.36018 -0.04117
C: 5.00467 -6.13180 0.56176
C: 5.43773 -5.88349 1.86394
C: 6.13996 -6.86344 2.56501
H: 6.96747 -8.85215 2.50477
H: 6.20525 -9.29126 0.18439
H: 4.93630 -7.55542 -1.05439
H: 4.45540 -5.36891 0.01639
H: 5.22695 -4.92555 2.33306
H: 6.47239 -6.67168 3.58143
O: -2.34892 0.12827 -3.33274
P: -2.65243 -0.80799 -2.15153
O: -2.37521 -0.07234 -0.83016
O: -1.75634 -2.05421 -2.24258
O: -4.12885 -1.23428 -2.20075
C: 1.45398 5.13541 -7.75391
Cl: -0.30454 4.97930 -7.90473
Cl: 2.27228 4.19611 -9.01377
Cl: 1.93658 6.83842 -7.83509
H: 1.75260 4.73896 -6.78010
Cl: -0.00125 8.41160 -4.58564
C: -1.06778 8.27635 -6.00600
C: -2.51302 8.61045 -5.67263
Cl: -3.26188 7.38367 -4.62077
H: -0.97063 7.26321 -6.40833
H: -0.68728 8.97750 -6.75485
H: -3.10760 8.64568 -6.59062
H: -2.59782 9.58181 -5.17502
C: 2.92745 -3.36373 7.66142
O: 3.87101 -3.25086 6.88872
N: 2.80631 -2.72025 8.87445
C: 1.65588 -2.90669 9.73404
C: 3.86322 -1.82848 9.30457
H: 2.07019 -4.01698 7.43107
H: 1.16900 -1.93945 9.88851
H: 1.99308 -3.30525 10.69522
H: 0.93914 -3.60213 9.28876
H: 3.97969 -1.03142 8.56408
H: 4.79985 -2.39074 9.36699
H: 3.62867 -1.39394 10.27989
K: -10.38332 1.60221 0.17090

HOMO level in eV: -3.88
Energy relative to the best compared isomer or geometry (same formula, charge and spin) in kJ/mol: 1402.98
Charge: -1

Löwdin population analysis, charges in e, atoms 1 to 2: -0.11, -0.09